(1)
A structure of composition C31H21BrIN6PtS. Source: the OMol25 dataset; level of theory: the ωB97M-V functional and the def2-TZVPD basis.

Computed properties:
relative energy (zero: lowest compared OMol25 entry of this formula, charge and spin): 19.7 kcal per mole
E_LUMO: -3.436 eV
E: -4911.5555 Ha
HOMO energy: -10.927 eV

```
! RIJCOSX wB97M-V def2-TZVPD def2/J DEFGRID3
* xyz 1 1
Pt -0.23 -0.15 -0.67
C 3.74 -1.49 -1.46
C 4.55 -0.44 -1.02
C 3.97 0.76 -0.75
C 2.57 0.92 -0.85
N 1.78 -0.14 -1.13
C 2.39 -1.29 -1.50
N 2.13 2.21 -0.74
C 0.90 2.57 -0.79
N -0.23 1.81 -0.84
C -1.34 2.60 -0.72
N -2.57 2.27 -0.58
C -3.05 0.99 -0.50
C -4.46 0.94 -0.39
C -5.12 -0.26 -0.29
C -4.35 -1.43 -0.31
C -3.00 -1.32 -0.42
N -2.32 -0.15 -0.50
C -0.90 4.01 -0.72
C -1.61 5.19 -0.65
C -0.87 6.37 -0.64
C 0.53 6.35 -0.67
C 1.23 5.15 -0.73
C 0.49 3.99 -0.75
H 4.15 -2.44 -1.77
H 5.62 -0.57 -0.93
H 4.54 1.64 -0.49
H 1.73 -2.07 -1.87
H -4.97 1.88 -0.39
H -6.19 -0.29 -0.20
H -4.80 -2.41 -0.26
H -2.41 -2.22 -0.46
H -2.69 5.19 -0.62
H -1.38 7.32 -0.59
H 1.07 7.29 -0.65
H 2.31 5.13 -0.75
Br -0.28 -6.06 0.57
C -0.62 -5.26 -1.10
C -0.99 -6.06 -2.17
C -1.24 -5.49 -3.41
C -1.13 -4.11 -3.59
C -0.76 -3.31 -2.52
C -0.51 -3.88 -1.28
I 0.05 -2.64 0.31
H -1.07 -7.13 -2.03
H -1.52 -6.12 -4.24
H -1.33 -3.67 -4.55
H -0.66 -2.24 -2.65
S -0.79 1.06 4.60
C -1.02 0.94 2.89
N -0.09 0.36 2.22
C 0.94 -0.04 3.06
C 2.11 -0.68 2.65
C 3.04 -1.03 3.61
C 2.82 -0.75 4.96
C 1.67 -0.10 5.38
C 0.73 0.25 4.41
H -1.92 1.34 2.44
H 2.30 -0.87 1.60
H 3.96 -1.52 3.31
H 3.57 -1.03 5.69
H 1.51 0.13 6.43
*
```

=====

(2)
A structure of composition C31H21F3IO5P at a distorted geometry. Source: the OMol25 dataset; level of theory: the ωB97M-V functional and the def2-TZVPD basis.

Computed properties:
relative energy (zero: lowest compared OMol25 entry of this formula, charge and spin): 19.7 kcal per mole
E_LUMO: -1.025 eV
E: -2508.6920 Ha
HOMO energy: -9.745 eV

```
! RIJCOSX wB97M-V def2-TZVPD def2/J DEFGRID3
* xyz 0 1
O 0.11 2.40 0.02
C 0.06 2.75 -1.17
I 0.86 1.57 -2.83
C -0.66 4.15 -1.55
P -2.58 3.81 -1.58
C -4.43 3.25 -1.53
F -4.44 1.86 -1.26
F -5.19 3.85 -0.54
F -4.98 3.48 -2.79
H -0.38 4.97 -0.81
H -0.27 4.47 -2.57
H -2.23 2.42 -1.65
H -2.75 4.49 -2.83
H -2.73 4.58 -0.38
C 5.54 -7.64 -4.89
C 5.65 -7.71 -3.51
C 5.12 -6.70 -2.72
C 4.49 -5.61 -3.31
C 4.41 -5.53 -4.70
C 4.92 -6.55 -5.49
C 3.78 -4.35 -5.35
O 3.71 -4.28 -6.56
C 3.27 -3.25 -4.50
C 2.73 -2.11 -5.09
C 2.23 -1.08 -4.30
C 2.26 -1.19 -2.92
C 2.80 -2.33 -2.32
C 3.31 -3.35 -3.11
C 3.91 -4.54 -2.46
O 3.94 -4.64 -1.25
H 5.95 -8.44 -5.51
H 6.14 -8.56 -3.04
H 5.20 -6.76 -1.64
H 4.85 -6.50 -6.57
H 2.71 -2.02 -6.17
H 1.82 -0.19 -4.77
H 1.86 -0.38 -2.29
H 2.82 -2.41 -1.24
C -3.16 4.01 8.16
C -3.03 5.14 7.36
C -2.85 5.00 5.99
C -2.79 3.73 5.41
C -2.90 2.60 6.22
C -3.09 2.74 7.60
C -2.79 1.24 5.64
O -2.88 0.25 6.34
C -2.55 1.11 4.18
C -2.39 -0.16 3.62
C -2.18 -0.29 2.26
C -2.14 0.83 1.44
C -2.30 2.10 1.99
C -2.49 2.24 3.37
C -2.63 3.59 3.95
O -2.59 4.58 3.24
H -3.30 4.12 9.23
H -3.07 6.13 7.80
H -2.76 5.88 5.36
H -3.19 1.86 8.23
H -2.42 -1.04 4.25
H -2.05 -1.28 1.82
H -1.99 0.73 0.37
H -2.26 2.97 1.36
*
```

=====

(3)
A structure of composition C31H22AsF16IrN8 at a distorted geometry. Source: the OMol25 dataset; level of theory: the ωB97M-V functional and the def2-TZVPD basis.

Computed properties:
expectation value of S²: 6.156
relative energy (zero: lowest compared OMol25 entry of this formula, charge and spin): 11.0 kcal per mole
E_LUMO (alpha / beta): -5.816 / -8.137 eV
E: -5569.8862 Ha
HOMO energy (alpha / beta): -13.444 / -14.015 eV

```
! RIJCOSX wB97M-V def2-TZVPD def2/J DEFGRID3
* xyz 2 5
Ir -0.20 1.01 0.77
C -2.25 2.26 2.39
N -2.11 1.05 1.53
C -3.03 1.17 0.37
C -2.54 2.25 -0.58
N -1.14 2.02 -0.96
C -0.84 2.30 -2.24
C -1.61 3.20 -3.05
F -2.55 3.95 -2.50
C -1.36 3.41 -4.38
F -2.10 4.27 -5.06
C -0.32 2.74 -5.02
F -0.11 2.91 -6.30
C 0.50 1.90 -4.27
F 1.51 1.27 -4.84
C 0.26 1.71 -2.94
F 1.04 0.85 -2.32
C -2.29 -0.11 2.42
C -1.03 -0.26 3.28
N 0.15 0.26 2.60
C 1.39 -0.22 3.01
C 1.71 -1.56 3.28
F 0.77 -2.51 3.22
C 3.01 -1.98 3.51
F 3.24 -3.26 3.70
C 4.05 -1.07 3.50
F 5.29 -1.47 3.66
C 3.77 0.27 3.27
F 4.76 1.16 3.23
C 2.47 0.68 3.06
F 2.23 1.98 2.87
H -3.26 2.33 2.80
H -2.05 3.16 1.81
H -1.54 2.25 3.21
H -4.05 1.42 0.69
H -3.04 0.23 -0.18
H -2.66 3.25 -0.16
H -3.20 2.19 -1.44
H -2.71 -2.04 2.65
H -3.13 0.11 3.10
H -0.91 -1.30 3.58
H -1.17 0.30 4.21
N 3.80 1.76 -0.53
C 2.58 1.89 -0.03
N 1.77 0.88 0.17
C 2.21 -0.41 -0.11
N 1.44 -1.45 0.09
N 0.22 -1.24 0.53
C -0.62 -2.25 0.47
C -1.95 -2.33 0.86
C -2.68 -3.46 0.43
C -4.03 -3.58 0.51
C -4.79 -2.44 0.95
C -4.18 -1.39 1.48
N -2.73 -1.44 1.81
C 3.53 -0.61 -0.66
C 4.01 -1.87 -1.03
C 5.24 -1.98 -1.64
C 6.01 -0.84 -1.90
C 5.56 0.41 -1.53
C 4.32 0.53 -0.91
H 4.38 2.58 -0.65
H 2.25 2.88 0.24
H -0.26 -3.14 -0.04
H -2.11 -4.22 -0.08
H -4.54 -4.46 0.14
H -5.86 -2.41 0.79
H -4.69 -0.49 1.79
H 3.39 -2.73 -0.84
H 5.61 -2.95 -1.93
H 6.96 -0.93 -2.40
H 6.14 1.30 -1.76
F -1.31 -0.49 -1.50
As -2.30 -1.14 -2.91
F -0.98 -0.77 -3.93
F -2.88 0.51 -3.07
F -1.63 -2.68 -2.48
F -3.56 -1.37 -1.68
F -3.28 -1.75 -4.13
*
```

=====

(4)
A structure of composition C31H22BEuF9IN8O5STe at a distorted geometry. Source: the OMol25 dataset; level of theory: the ωB97M-V functional and the def2-TZVPD basis.

Computed properties:
expectation value of S²: 12.008
relative energy (zero: lowest compared OMol25 entry of this formula, charge and spin): 3.0 kcal per mole
E_LUMO: 2.943 eV
E: -4607.2079 Ha
HOMO energy: -1.902 eV

```
! RIJCOSX wB97M-V def2-TZVPD def2/J DEFGRID3
* xyz -2 7
Eu 0.81 0.28 -0.62
O -2.24 -3.28 -2.26
C -2.42 -2.52 -1.33
O -1.59 -1.53 -1.06
C -3.64 -2.65 -0.46
C -4.76 -3.11 -1.14
C -6.01 -3.13 -0.57
C -6.17 -2.67 0.74
C -5.07 -2.24 1.45
C -3.78 -2.23 0.89
S -2.50 -1.78 1.94
H -4.61 -3.43 -2.17
H -6.87 -3.48 -1.13
H -7.15 -2.65 1.18
H -5.19 -1.89 2.47
C -1.55 3.27 13.36
O -1.77 4.12 12.26
C -1.60 3.61 11.01
C -1.28 2.29 10.73
C -1.08 1.88 9.42
C -1.19 2.78 8.36
C -1.56 4.10 8.65
C -1.75 4.50 9.95
C -0.93 2.40 6.98
N -1.16 3.14 5.92
C -0.76 2.39 4.85
C -0.28 1.16 5.28
N -0.40 1.18 6.63
C 0.20 0.15 4.40
C 0.69 -1.08 4.82
C 1.14 -1.96 3.87
C 1.03 -1.61 2.52
N 0.55 -0.46 2.09
C 0.18 0.45 3.02
C -0.21 1.77 2.56
N -0.02 2.05 1.26
C -0.35 3.24 0.81
C -0.91 4.23 1.62
C -1.09 3.98 2.96
C -0.71 2.73 3.46
H -1.69 3.88 14.24
H -0.53 2.87 13.36
H -2.26 2.44 13.37
H -1.18 1.56 11.52
H -0.84 0.84 9.24
H -1.66 4.79 7.83
H -2.03 5.52 10.19
H -0.06 0.48 7.27
H 0.73 -1.33 5.87
H 1.56 -2.92 4.14
H 1.36 -2.31 1.76
H -0.18 3.43 -0.25
H -1.20 5.19 1.19
H -1.50 4.72 3.64
N 2.63 0.71 0.79
C 3.05 1.02 1.84
N 3.59 1.36 2.93
C 3.18 1.42 4.15
N 2.93 1.51 5.29
N -0.20 -3.74 0.10
C 0.64 -3.10 -0.72
O 1.30 -2.11 -0.39
C 0.80 -3.64 -2.12
I 1.10 -5.76 -2.14
H -0.66 -3.18 0.83
H -0.79 -4.46 -0.30
H 1.66 -3.18 -2.59
H -0.10 -3.44 -2.69
F 2.71 0.15 -2.01
B 2.85 1.56 -2.28
F 2.71 1.82 -3.61
F 4.05 2.00 -1.78
F 1.76 2.16 -1.51
F -1.70 -0.98 -4.03
Te -1.57 0.08 -2.37
F 0.38 -0.91 -2.49
F -3.51 -0.36 -2.25
F -0.14 1.22 -3.26
F -2.52 1.42 -3.46
O -1.26 1.06 -0.90
*
```

=====

- Look up the relative energy (zero: lowest compared OMol25 entry of this formula, charge and spin) of the fourth one.
  3.0 kcal per mole

=====

- Which formula does entry 2 have?
  C31H21F3IO5P

=====

Please write out number 1 again, unchanged.
A structure of composition C31H21BrIN6PtS. Source: the OMol25 dataset; level of theory: the ωB97M-V functional and the def2-TZVPD basis.

Computed properties:
relative energy (zero: lowest compared OMol25 entry of this formula, charge and spin): 19.7 kcal per mole
E_LUMO: -3.436 eV
E: -4911.5555 Ha
HOMO energy: -10.927 eV

```
! RIJCOSX wB97M-V def2-TZVPD def2/J DEFGRID3
* xyz 1 1
Pt -0.23 -0.15 -0.67
C 3.74 -1.49 -1.46
C 4.55 -0.44 -1.02
C 3.97 0.76 -0.75
C 2.57 0.92 -0.85
N 1.78 -0.14 -1.13
C 2.39 -1.29 -1.50
N 2.13 2.21 -0.74
C 0.90 2.57 -0.79
N -0.23 1.81 -0.84
C -1.34 2.60 -0.72
N -2.57 2.27 -0.58
C -3.05 0.99 -0.50
C -4.46 0.94 -0.39
C -5.12 -0.26 -0.29
C -4.35 -1.43 -0.31
C -3.00 -1.32 -0.42
N -2.32 -0.15 -0.50
C -0.90 4.01 -0.72
C -1.61 5.19 -0.65
C -0.87 6.37 -0.64
C 0.53 6.35 -0.67
C 1.23 5.15 -0.73
C 0.49 3.99 -0.75
H 4.15 -2.44 -1.77
H 5.62 -0.57 -0.93
H 4.54 1.64 -0.49
H 1.73 -2.07 -1.87
H -4.97 1.88 -0.39
H -6.19 -0.29 -0.20
H -4.80 -2.41 -0.26
H -2.41 -2.22 -0.46
H -2.69 5.19 -0.62
H -1.38 7.32 -0.59
H 1.07 7.29 -0.65
H 2.31 5.13 -0.75
Br -0.28 -6.06 0.57
C -0.62 -5.26 -1.10
C -0.99 -6.06 -2.17
C -1.24 -5.49 -3.41
C -1.13 -4.11 -3.59
C -0.76 -3.31 -2.52
C -0.51 -3.88 -1.28
I 0.05 -2.64 0.31
H -1.07 -7.13 -2.03
H -1.52 -6.12 -4.24
H -1.33 -3.67 -4.55
H -0.66 -2.24 -2.65
S -0.79 1.06 4.60
C -1.02 0.94 2.89
N -0.09 0.36 2.22
C 0.94 -0.04 3.06
C 2.11 -0.68 2.65
C 3.04 -1.03 3.61
C 2.82 -0.75 4.96
C 1.67 -0.10 5.38
C 0.73 0.25 4.41
H -1.92 1.34 2.44
H 2.30 -0.87 1.60
H 3.96 -1.52 3.31
H 3.57 -1.03 5.69
H 1.51 0.13 6.43
*
```